A.
{
  "formula": "C6H9ClO",
  "method": "ωB97M-V/def2-TZVPD",
  "gap_ev": 9.61,
  "charge": 0,
  "e_homo_ev": -9.09,
  "spin_multiplicity": 1,
  "species": ["C", "C", "C", "C", "C", "C", "H", "H", "H", "H", "H", "H", "H", "H", "H", "O", "Cl"],
  "xyz": [[1.782, 0.665, 1.040], [0.718, 0.118, 0.183], [0.547, -1.303, -0.263], [-0.194, 0.921, -0.242], [-1.627, 0.837, -0.712], [-2.697, 0.059, -0.394], [1.757, 0.133, 1.910], [1.686, 1.738, 1.342], [2.798, 0.748, 0.469], [0.195, -1.971, 0.605], [-0.242, -1.501, -0.972], [2.259, -1.620, -1.428], [-0.224, 1.967, 0.000], [-2.343, 1.966, -1.127], [-3.920, 0.623, -0.460], [1.785, -1.978, -0.626], [-2.280, -1.402, 0.676]],
  "mulliken_charge": [-1.224, 1.159, -0.861, -0.097, -0.492, -0.217, 0.364, 0.365, 0.218, 0.249, 0.403, 0.313, 0.227, 0.083, 0.261, -0.560, -0.193]
}



B.
{
  "formula": "C6H9ClO",
  "method": "ωB97M-V/def2-TZVPD",
  "gap_ev": 10.15,
  "charge": 0,
  "e_homo_ev": -10.01,
  "spin_multiplicity": 1,
  "species": ["C", "C", "C", "C", "C", "C", "H", "H", "H", "H", "H", "H", "H", "H", "H", "O", "Cl"],
  "xyz": [[2.327, -0.893, -0.249], [1.126, -0.085, 0.096], [1.353, 1.416, 0.047], [-0.084, -0.586, 0.329], [-1.369, 0.154, 0.600], [-2.372, -0.054, -0.482], [2.707, -0.592, -1.237], [2.209, -1.964, -0.245], [3.060, -0.716, 0.538], [0.442, 2.079, 0.222], [-0.238, -1.661, 0.312], [-1.235, 1.174, 0.908], [-1.894, -0.277, 1.485], [-2.053, 0.518, -1.355], [-2.519, -1.104, -0.758], [2.459, 1.929, -0.136], [-3.919, 0.660, -0.076]],
  "mulliken_charge": [-1.298, 0.733, -0.065, -0.402, -0.783, -0.394, 0.292, 0.384, 0.312, 0.257, 0.307, 0.444, 0.302, 0.293, 0.329, -0.511, -0.199]
}



The structures above, arranged from the most stable to the least stable: B, A.